Below is 2 unconnected molecules or ions with the total composition C7H12N7O, with properties calculated with ωB97M-V with the def2-TZVPD basis set.

XYZ file:
```
27
Properties=species:S:1:pos:R:3:mulliken_charge:R:1
C 1.647 1.067 2.052 -0.17
C -1.686 -1.010 2.396 -0.19
C 0.453 0.982 1.299 -0.51
C -1.171 -0.902 1.068 0.75
C 1.569 0.101 -1.193 -0.82
C -0.805 0.521 -1.637 -0.72
C -0.117 -0.122 0.558 0.27
N 1.712 2.280 2.553 -0.60
N -2.611 -1.939 2.386 -0.60
N -0.152 2.170 1.381 -0.43
N -1.843 -1.802 0.317 -0.28
N 0.642 2.891 2.130 0.18
N -2.665 -2.366 1.146 0.09
N 0.179 -0.262 -0.861 0.21
O 1.527 -1.955 0.934 -0.63
H 2.388 0.316 2.224 0.56
H -1.409 -0.482 3.283 0.56
H 2.230 -0.481 -0.549 0.33
H 1.772 -0.140 -2.232 0.39
H 1.729 1.166 -1.034 0.40
H -1.803 0.112 -1.492 0.31
H -0.794 1.558 -1.298 0.38
H -0.556 0.485 -2.696 0.37
H 0.427 3.850 2.371 0.25
H -3.305 -3.096 0.856 0.26
H 0.060 -1.266 -1.062 0.43
H 1.565 -2.227 1.849 0.24
```

Output
ΔE to the lowest compared entry with this formula, charge and spin (eV): 5.177
Highest occupied orbital energy (alpha / beta) (eV): -12.788 / -12.787
E_LUMO (alpha / beta) (Ha): -0.2241 / -0.2241
Charge: +1
Frontier orbital gap (alpha / beta) (eV): 6.7 / 6.7

Below is a gas-phase ion, C7H12NO2S (charge +1), with properties calculated with ωB97M-V with the def2-TZVPD basis set.

XYZ file:
```
23
Properties=species:S:1:pos:R:3:mulliken_charge:R:1
C -0.645 0.694 1.831 -0.53
C -1.624 -0.041 1.006 -0.74
C 2.229 -0.426 -1.058 -0.55
C -0.279 -0.974 -0.946 -1.05
C 0.810 -0.189 -1.662 0.42
C 0.746 0.297 2.186 -0.75
C 1.710 -0.094 1.159 0.76
N -1.408 -0.077 -0.459 0.01
O 2.292 0.325 0.109 -0.46
O 0.458 1.096 -1.937 -0.67
S 1.482 -1.473 2.155 -0.10
H -0.551 1.705 1.164 0.18
H -1.103 0.825 2.779 0.47
H -1.504 -1.036 1.453 0.31
H -2.646 0.256 1.212 0.46
H 2.382 -1.590 -0.781 0.34
H 3.134 -0.077 -1.794 0.27
H -0.587 -2.027 -1.130 0.35
H 0.877 -0.785 -2.547 0.40
H 1.105 0.771 3.016 0.67
H -2.207 -0.500 -0.964 0.38
H -0.954 0.735 -0.949 0.40
H 1.008 1.767 -1.395 0.42
```

Output
ΔE to the lowest compared entry with this formula, charge and spin (eV): 5.227
Highest occupied orbital energy (alpha / beta) (eV): -11.991 / -10.231
E_LUMO (alpha / beta) (Ha): -0.1224 / -0.1680
Charge: +1
Frontier orbital gap (alpha / beta) (eV): 8.7 / 5.7

Below is a gas-phase ion, C7H12O (charge -1), with properties calculated with ωB97M-V with the def2-TZVPD basis set.

XYZ file:
```
20
Properties=species:S:1:pos:R:3:mulliken_charge:R:1
O -2.199 1.267 -2.680 -0.64
C -2.152 0.593 -1.638 -0.55
C -1.261 -0.601 -1.465 -0.25
C -0.695 -0.753 -0.025 -0.89
C 0.155 0.384 0.410 0.71
C -0.485 1.513 0.759 -1.29
C 1.646 0.223 0.372 -0.50
C 2.187 -0.809 1.381 -1.22
H -2.806 0.833 -0.779 0.37
H -1.878 -1.492 -1.638 0.26
H -0.480 -0.575 -2.232 0.21
H -0.145 -1.691 -0.028 0.31
H -1.538 -0.864 0.675 0.35
H -1.569 1.504 0.905 0.18
H -0.007 2.443 0.998 0.34
H 2.014 0.020 -0.645 0.33
H 2.124 1.171 0.667 0.28
H 1.629 -1.738 1.473 0.38
H 2.237 -0.358 2.373 0.27
H 3.224 -1.071 1.117 0.34
```

Output
ΔE to the lowest compared entry with this formula, charge and spin (eV): 0.559
Highest occupied orbital energy (alpha / beta) (eV): 0.881 / -3.727
E_LUMO (alpha / beta) (Ha): 0.1417 / 0.1358
Multiplicity: 2
Charge: -1
Frontier orbital gap (alpha / beta) (eV): 3.0 / 7.4

Below is a single C7H12O molecule, with properties calculated with ωB97M-V with the def2-TZVPD basis set.

XYZ file:
```
20
Properties=species:S:1:pos:R:3:mulliken_charge:R:1
C 0.946 0.407 -1.453 -0.19
C -0.248 -0.517 -0.590 -0.57
C 2.336 0.442 -0.837 -1.13
C -0.436 0.012 0.735 1.04
C -1.539 -1.050 1.475 -0.53
C -0.030 1.047 1.446 -1.11
C -2.580 -1.624 0.888 -0.66
O 0.439 1.671 -1.790 -0.54
H 0.301 2.179 -0.983 0.39
H 0.991 -0.136 -2.403 0.43
H -1.139 -0.387 -1.205 0.33
H 0.113 -1.544 -0.586 0.38
H -1.473 -1.068 2.560 0.29
H 3.013 1.007 -1.481 0.35
H 2.341 0.916 0.143 0.23
H 2.729 -0.567 -0.733 0.32
H -0.419 1.211 2.439 0.28
H 0.711 1.754 1.108 0.19
H -3.355 -2.124 1.455 0.27
H -2.700 -1.627 -0.188 0.22
```

Output
ΔE to the lowest compared entry with this formula, charge and spin (eV): 2.240
Highest occupied orbital energy (eV): -9.280
E_LUMO (Ha): 0.0354
Charge: 0
SMILES string: C=CC(=C)C[C@H](C)O
Frontier orbital gap (eV): 10.2

Below is a single C7H12O3 molecule, with properties calculated with ωB97M-V with the def2-TZVPD basis set.

XYZ file:
```
22
Properties=species:S:1:pos:R:3:mulliken_charge:R:1
C -1.817 -0.831 0.781 -1.57
C -0.792 0.048 0.090 0.15
C -0.580 1.380 0.872 -0.03
C 1.304 0.215 1.281 -0.89
C 0.656 -0.482 0.079 0.37
C 1.274 -0.085 -1.270 0.33
C 1.076 -1.022 -2.430 -1.19
H -1.518 -1.043 1.808 0.33
H -1.912 -1.809 0.272 0.41
H -2.814 -0.333 0.764 0.35
H -1.169 0.251 -0.929 0.40
H -0.145 2.139 0.227 0.34
H -1.569 2.766 1.776 0.36
H 1.693 -0.465 2.040 0.27
H 2.160 0.805 0.948 0.38
H 0.647 -1.573 0.110 0.54
H 0.076 -1.559 -2.450 0.29
H 1.826 -1.860 -2.416 0.32
H 1.174 -0.465 -3.388 0.34
O -1.747 1.840 1.451 -0.53
O 0.364 1.081 1.841 -0.41
O 1.814 1.001 -1.457 -0.57
```

Output
ΔE to the lowest compared entry with this formula, charge and spin (eV): 0.392
Highest occupied orbital energy (eV): -9.683
E_LUMO (Ha): 0.0292
Charge: 0
SMILES string: CC(=O)[C@H]1CO[C@H](O)[C@@H]1C
Frontier orbital gap (eV): 10.5

Below is 2 unconnected molecules or ions with the total composition C7H12O3, with properties calculated with ωB97M-V with the def2-TZVPD basis set.

XYZ file:
```
22
Properties=species:S:1:pos:R:3:mulliken_charge:R:1
C -2.157 0.162 0.672 0.11
C -1.491 -0.185 -0.592 -0.30
C -3.161 0.952 0.823 -0.88
C 1.685 0.741 1.162 0.01
C 2.917 0.990 0.700 -0.38
C -0.498 -1.088 -0.863 0.62
C -0.320 -1.520 -2.316 -1.36
O 1.465 -0.020 2.301 -0.47
O 3.372 1.692 -0.368 -0.49
O 0.331 -1.637 0.079 -0.57
H -1.817 -0.161 1.647 0.26
H -1.953 0.368 -1.407 0.15
H -3.712 0.852 1.740 0.29
H -3.703 1.346 -0.041 0.28
H 0.874 1.116 0.665 0.51
H 3.816 0.595 1.124 0.27
H -0.754 -0.839 -3.059 0.34
H -0.844 -2.338 -2.564 0.37
H 0.725 -1.603 -2.416 0.35
H 2.334 -0.060 2.709 0.26
H 2.542 1.911 -0.941 0.31
H 0.348 -1.275 0.946 0.29
```

Output
ΔE to the lowest compared entry with this formula, charge and spin (eV): 3.554
Highest occupied orbital energy (eV): -8.078
E_LUMO (Ha): 0.0251
Charge: 0
SMILES string: C=C/C=C(/C)O.O/C=C/O
Frontier orbital gap (eV): 8.8

Below is a single C7H12O3S molecule, with properties calculated with ωB97M-V with the def2-TZVPD basis set.

XYZ file:
```
23
Properties=species:S:1:pos:R:3:mulliken_charge:R:1
C 0.149 1.324 0.018 -1.02
C -1.192 1.160 -0.038 0.38
C 0.111 -1.033 -0.546 -0.15
C 1.056 0.119 0.042 1.52
C -2.250 2.224 0.133 -1.40
C 0.521 -2.411 -0.005 -1.16
C 2.407 0.165 -0.598 -1.60
O -2.499 -0.820 -1.210 -0.71
O -1.781 -1.081 1.187 -0.63
O 1.307 -0.139 1.411 -0.62
S -1.528 -0.558 -0.150 1.01
H 0.579 2.361 0.151 0.32
H -0.056 -0.856 -1.586 0.48
H -2.412 2.642 -0.792 0.33
H -1.899 2.926 0.838 0.40
H -3.113 1.713 0.505 0.39
H 1.224 -3.023 -0.559 0.36
H -0.455 -2.943 0.294 0.34
H 0.960 -2.238 1.057 0.32
H 2.772 -0.841 -0.845 0.34
H 3.163 0.526 0.185 0.35
H 2.499 0.877 -1.505 0.31
H 0.439 -0.096 2.014 0.45
```

Output
ΔE to the lowest compared entry with this formula, charge and spin (eV): 1.608
Highest occupied orbital energy (eV): -10.144
E_LUMO (Ha): 0.0234
Charge: 0
SMILES string: CC1=C[C@@](C)(O)[C@@H](C)S1(=O)=O
Frontier orbital gap (eV): 10.8

Below is a molecular structure, C7H12O3Y, with properties calculated with ωB97M-V with the def2-TZVPD basis set.

XYZ file:
```
23
Properties=species:S:1:pos:R:3:mulliken_charge:R:1
C 1.250 -2.687 1.758 -0.14
C 1.166 -4.027 2.013 -0.34
H 1.396 -2.290 0.716 0.23
H 1.206 -1.961 2.573 0.30
H 1.016 -4.390 3.031 0.31
H 1.221 -4.752 1.198 0.31
H 0.058 -3.269 1.760 0.31
O -2.027 4.667 0.532 -0.68
C -1.971 3.426 0.314 1.03
O -2.851 2.643 0.767 -0.67
O -0.936 2.975 -0.381 -0.20
C -0.829 1.565 -0.601 -0.50
C 0.370 1.327 -1.504 -0.40
C 0.510 -0.111 -1.902 0.02
C 1.641 -0.828 -1.828 -1.11
Y -4.170 4.633 1.825 1.30
H -1.752 1.200 -1.071 0.32
H -0.710 1.060 0.367 0.27
H 1.292 1.687 -1.027 0.32
H 0.224 1.915 -2.426 0.29
H -0.402 -0.608 -2.253 0.33
H 1.702 -1.820 -2.282 0.36
H 2.595 -0.353 -1.578 0.31
```

Output
Highest occupied orbital energy (alpha / beta) (eV): -13.842 / -14.792
E_LUMO (alpha / beta) (Ha): -0.2700 / -0.2791
Multiplicity: 2
Charge: +2
Frontier orbital gap (alpha / beta) (eV): 6.5 / 7.2

Number 1: strongest force on any atom 2.9 eV/Å. Number 2: strongest force on any atom 4.4 eV/Å. Number 3: strongest force on any atom 1.4 eV/Å. Number 4: strongest force on any atom 5.5 eV/Å. Number 5: strongest force on any atom 1.7 eV/Å. Number 6: strongest force on any atom 4.1 eV/Å. Number 7: strongest force on any atom 3.4 eV/Å. Number 8: strongest force on any atom 3.9 eV/Å.